C24H34AsNO8P2PdSi | wB97M-V/def2-TZVPD

CARTESIAN COORDINATES (ANGSTROEM)
H  5.87318  1.69006  1.89750
C  -2.48824  0.48614  0.42871
C  -3.54969  -1.33829  1.77365
C  -1.97764  -3.28375  0.60614
H  -4.16341  -0.56428  2.22666
C  2.24073  1.24388  -2.02669
H  -3.29202  2.91671  -0.32673
O  -1.28557  0.51804  -3.09461
C  -4.62676  0.60738  -0.72137
As  0.12188  -0.39578  3.03761
H  4.52876  -0.10763  -4.14786
C  -2.93961  -3.63485  1.54046
O  -0.81772  -3.82042  -4.59824
C  3.97270  1.41922  0.93971
P  -0.69032  -0.81706  -3.79594
H  1.26534  3.12484  -2.35074
H  1.15607  3.11014  1.67807
H  -1.44044  0.74554  0.27730
H  3.30869  -0.61237  -2.06896
O  -2.76943  -4.26618  -3.07508
H  -4.46196  -2.92754  2.89223
H  0.25606  1.89280  -0.31416
C  2.67207  2.70880  -3.91043
C  3.16324  0.34353  -2.55893
C  3.59601  1.80771  -4.41505
O  -0.72698  -0.78950  -5.27534
H  0.73513  -2.49902  1.79271
Pd  -0.44424  -1.51078  -1.11411
N  -3.20349  0.84563  -0.80280
C  2.62913  1.79093  0.85758
H  -5.10402  1.19681  0.08725
C  -1.77033  -1.94254  0.25220
H  1.10690  -2.68227  3.53570
H  2.64359  -0.12518  2.90461
O  -0.47220  -3.66044  -2.05035
H  -3.07990  -4.68076  1.79254
C  -2.59643  -0.96227  0.82508
Si  1.41900  0.94675  -0.35671
H  -2.24081  0.45903  -2.95073
H  2.67873  4.17266  3.29599
H  4.35271  0.65228  0.27224
O  1.12576  -0.56243  0.07681
C  -0.72370  -0.54040  4.83411
H  2.17992  -0.74632  4.51342
C  3.83926  0.62065  -3.73621
C  4.37609  3.00036  2.70566
H  5.04723  3.45782  3.42415
O  -1.79550  -1.90740  -3.25230
H  -0.88631  0.45580  5.25008
H  1.99789  0.98513  4.11558
H  -4.82547  -0.44609  -0.53914
H  -3.41981  2.50904  -2.05370
H  -0.36301  -3.05074  -4.97315
C  2.00502  2.42409  -2.72595
H  -1.69164  -1.03096  4.72084
O  0.60590  -1.12663  -3.08175
H  -2.85157  1.11152  1.26860
H  -1.85403  2.37805  -1.23282
P  -1.48693  -3.54176  -3.15418
H  -0.57332  -2.82827  2.94669
C  -2.92879  2.23214  -1.11754
C  2.19496  2.79746  1.71782
C  0.37862  -2.32076  2.80572
H  2.45260  3.62288  -4.45154
H  -5.09563  0.88718  -1.66704
C  1.93372  -0.03087  3.72497
C  4.83695  2.00670  1.85137
C  3.05076  3.39985  2.63199
H  -0.10700  -1.12115  5.52443
C  -3.72006  -2.66041  2.14725
H  4.10164  2.01221  -5.35248
H  -1.38226  -4.04469  0.11924

Calculated values
* E: -4927.8390 Eh
* energy relative to the best compared isomer or geometry (same formula, charge and spin): 24.8 kcal per mole
* total charge: -2
* HOMO level: -2.738 eV
* spin multiplicity: 1
* orbital gap: 0.2646 hartree